(1)
{"formula": "C7H8ClNO", "method": "the ωB97M-V functional and the def2-TZVPD basis", "homo_lumo_gap_ev": [7.70, 7.50], "de_lowest_kcal_mol": 69.6, "energy_ha": -861.5575, "charge": 0, "lumo_ev": [-0.35, 0.09], "species": ["C", "C", "C", "C", "C", "C", "C", "N", "O", "Cl", "H", "H", "H", "H", "H", "H", "H", "H"], "coordinates": [[-2.05948, 1.07906, 1.03955], [-1.31651, 0.09369, 0.28813], [-1.14657, 1.96184, 1.52437], [0.01128, 0.34056, 0.54924], [1.14155, -1.84467, -0.40473], [0.51818, -0.70427, -2.22593], [1.18141, -0.36622, -0.03321], [0.11673, 1.48836, 1.26829], [1.01301, -1.96811, -1.79394], [2.67066, 0.49081, 0.19661], [-3.17136, 1.24363, 0.99758], [-1.73808, -0.82286, 0.00937], [-1.13599, 2.68384, 2.40304], [2.12711, -2.30073, -0.00955], [0.26752, -2.17557, 0.25986], [-0.56853, -0.63806, -2.23048], [1.08974, -0.57914, -3.11179], [0.99932, 2.01787, 1.27361]], "mulliken_charge": [-0.645, -0.418, -0.392, 0.016, -0.369, -0.403, 0.497, -0.130, -0.331, -0.257, 0.321, 0.490, 0.279, 0.314, 0.261, 0.234, 0.287, 0.244]}



(2)
{"formula": "C15H34ClGaO5P", "method": "the ωB97M-V functional and the def2-TZVPD basis", "homo_lumo_gap_ev": 6.64, "energy_ha": -3694.4804, "charge": -1, "lumo_ev": 2.43, "species": ["C", "C", "O", "C", "Ga", "P", "O", "Cl", "H", "H", "H", "H", "H", "H", "H", "H", "H", "H", "C", "C", "C", "O", "C", "H", "H", "H", "H", "H", "H", "H", "H", "C", "C", "C", "O", "C", "H", "H", "H", "H", "H", "H", "H", "H", "C", "C", "C", "O", "C", "H", "H", "H", "H", "H", "H", "H", "H"], "coordinates": [[-2.95559, -2.20305, 3.67766], [-1.73432, -1.30467, 3.63466], [-1.98049, -0.33323, 2.58715], [-1.43970, -0.63453, 4.98313], [0.28913, -1.14896, 5.92701], [1.83947, -1.51968, 4.14296], [1.34540, -3.03523, 3.63114], [3.58831, -2.09703, 5.19698], [-3.11166, -2.71969, 2.72784], [-3.84310, -1.60338, 3.89799], [-2.83836, -2.94720, 4.46891], [-0.88402, -1.91194, 3.30677], [-1.12558, -0.06008, 2.23704], [-2.26571, -0.82017, 5.68036], [-1.41452, 0.44615, 4.81754], [0.12017, -2.49538, 6.79948], [0.88269, 0.05557, 6.79728], [1.05083, -3.56183, 4.38592], [0.69606, -4.02987, -0.76328], [1.08818, -3.41389, 0.57912], [1.87093, -2.18682, 0.13706], [1.28099, -1.76968, -1.10619], [0.40524, -2.78378, -1.59064], [-0.16236, -4.69841, -0.70167], [1.53440, -4.58464, -1.19174], [0.20181, -3.11490, 1.14026], [1.67360, -4.06704, 1.22143], [2.92574, -2.42733, -0.03286], [1.81578, -1.36522, 0.85035], [-0.63454, -2.46131, -1.45983], [0.59070, -2.92032, -2.65918], [1.22459, 0.19441, -4.23056], [1.68078, 0.86171, -2.93568], [2.39724, 2.09638, -3.46520], [1.72676, 2.45823, -4.67939], [0.85584, 1.40306, -5.08091], [0.38908, -0.49031, -4.09055], [2.04875, -0.35916, -4.68580], [0.81408, 1.15174, -2.33755], [2.30359, 0.22205, -2.31609], [3.44715, 1.88483, -3.69429], [2.35579, 2.94336, -2.77871], [-0.18303, 1.70628, -4.90091], [0.97819, 1.23172, -6.15215], [-1.10143, 4.15100, -2.69726], [-2.38261, 3.63240, -2.04322], [-1.90165, 3.35213, -0.62265], [-0.88276, 4.31638, -0.35445], [-0.48780, 4.96011, -1.56160], [-1.26939, 4.74701, -3.59341], [-0.45255, 3.31336, -2.96216], [-3.15228, 4.40741, -2.04115], [-2.79045, 2.74557, -2.52701], [-1.48009, 2.34511, -0.53858], [-2.68360, 3.45762, 0.12960], [-0.86594, 5.98948, -1.56417], [0.60226, 4.99565, -1.59880]], "mulliken_charge": [-1.787, 1.657, -0.660, -0.979, 0.292, 0.082, -0.470, -0.388, 0.377, 0.393, 0.358, -0.567, 0.328, 0.347, 0.351, -0.292, -0.295, 0.280, -0.728, -0.023, -0.518, -0.263, -0.427, 0.362, 0.299, -0.143, 0.402, 0.224, 0.221, 0.270, 0.283, -0.533, 0.013, -0.486, -0.444, -0.391, 0.291, 0.268, -0.011, 0.255, 0.344, 0.225, 0.211, 0.314, 0.191, -0.597, -0.385, -0.408, -0.517, 0.408, -0.426, 0.296, 0.344, 0.197, 0.303, 0.278, 0.273]}



(3)
{"formula": "C23H45BrF9NO13P3S", "method": "the ωB97M-V functional and the def2-TZVPD basis", "homo_lumo_gap_ev": 7.56, "energy_ha": -6831.3241, "charge": -1, "lumo_ev": 1.87, "species": ["C", "C", "C", "C", "P", "C", "O", "N", "O", "C", "C", "O", "Br", "S", "O", "O", "C", "F", "F", "C", "F", "F", "C", "F", "F", "C", "F", "F", "F", "H", "H", "H", "H", "H", "H", "H", "H", "H", "H", "H", "H", "H", "H", "H", "O", "P", "O", "C", "C", "O", "C", "C", "O", "C", "C", "H", "H", "H", "H", "H", "H", "H", "H", "H", "H", "H", "H", "H", "H", "H", "O", "P", "O", "C", "C", "O", "C", "C", "O", "C", "C", "H", "H", "H", "H", "H", "H", "H", "H", "H", "H", "H", "H", "H", "H", "H"], "coordinates": [[-3.97977, 7.89084, -1.80750], [-3.60590, 7.37248, -3.20036], [-4.43876, 6.12070, -3.49790], [-2.08893, 7.26596, -3.43873], [-1.15838, 5.78928, -2.69481], [-1.43182, 4.69796, -4.26989], [-0.27462, 4.81838, -5.11579], [-0.63717, 5.40969, -6.32734], [0.15546, 6.19835, -6.67373], [-0.65736, 6.80145, -1.08363], [0.54978, 7.62424, -1.28183], [1.62850, 7.28108, -1.55153], [0.24017, 9.61834, -1.11338], [0.02063, 3.93130, -1.76226], [0.50332, 3.02672, -2.79651], [1.13807, 4.33237, -0.92275], [-1.13628, 2.77664, -0.75722], [-2.24337, 2.57005, -1.51025], [-0.49372, 1.58815, -0.63724], [-1.50201, 3.23598, 0.65524], [-0.39657, 3.56273, 1.35168], [-2.27559, 4.34334, 0.62134], [-2.22505, 2.17404, 1.54740], [-2.57187, 2.83256, 2.68343], [-1.40055, 1.18007, 1.90128], [-3.54518, 1.58612, 0.98832], [-4.33947, 2.48698, 0.44022], [-3.30083, 0.58911, 0.14002], [-4.21464, 1.04142, 2.02221], [-3.61990, 7.25219, -1.00459], [-5.05633, 8.05187, -1.75750], [-3.53583, 8.88306, -1.69579], [-3.97846, 8.13496, -3.89240], [-4.28612, 5.32275, -2.77436], [-4.33126, 5.75203, -4.51661], [-5.49163, 6.39957, -3.39869], [-1.64339, 8.16370, -3.00163], [-1.91452, 7.37581, -4.51056], [0.06322, 6.24767, -3.29976], [-2.31570, 5.24582, -2.03860], [-1.66120, 3.65353, -4.06041], [-2.25941, 5.07982, -4.86620], [-0.53900, 6.17318, -0.20165], [-1.44083, 7.50704, -0.81596], [-1.83834, -4.11169, -2.43673], [-1.24120, -4.36230, -1.10539], [0.33193, -4.70591, -1.35946], [1.15930, -3.76406, -2.04131], [1.54367, -2.59671, -1.15072], [-1.82682, -5.86229, -0.81224], [-2.82192, -6.45376, -1.63854], [-2.19786, -7.29448, -2.73463], [-1.09208, -4.22718, 0.51296], [-1.25541, -2.97203, 1.19937], [-2.30683, -2.07638, 0.58571], [0.66491, -3.40995, -2.94953], [2.05502, -4.30663, -2.34460], [0.67226, -1.97196, -0.92895], [2.28799, -1.96591, -1.63633], [1.94803, -2.95539, -0.20286], [-3.48486, -5.69605, -2.05387], [-3.42792, -7.08850, -0.98805], [-1.45468, -6.72471, -3.29152], [-2.96000, -7.65100, -3.43004], [-1.68699, -8.15850, -2.30632], [-0.29174, -2.45713, 1.24523], [-1.53037, -3.21770, 2.22526], [-2.01665, -1.75010, -0.41974], [-2.44323, -1.19075, 1.19452], [-3.26320, -2.59733, 0.50281], [2.88454, -4.43064, 4.55959], [4.19230, -4.75402, 3.96551], [4.61678, -3.57519, 2.94508], [4.57857, -2.21541, 3.37553], [5.74950, -1.87125, 4.27729], [3.91106, -5.93934, 2.91315], [2.62252, -6.54995, 2.80171], [1.78999, -5.86619, 1.74013], [5.65425, -5.35447, 4.30864], [6.23818, -5.25520, 5.61948], [5.22797, -5.33813, 6.74491], [3.63071, -2.00114, 3.87491], [4.61864, -1.60783, 2.47235], [5.66425, -2.38726, 5.23903], [5.78339, -0.79982, 4.47511], [6.69009, -2.17600, 3.81747], [2.11014, -6.55566, 3.76329], [2.79487, -7.59176, 2.52610], [1.74434, -4.78794, 1.89470], [0.77289, -6.25977, 1.73396], [2.22533, -6.02302, 0.75265], [6.81750, -4.33037, 5.68723], [6.94722, -6.07891, 5.70081], [4.54639, -4.48269, 6.73401], [5.73366, -5.34625, 7.71023], [4.62417, -6.24270, 6.65832]], "mulliken_charge": [-1.433, 0.829, -1.658, -1.401, 1.081, -1.235, -0.184, 0.100, -0.316, -1.116, 0.202, -0.375, -0.330, 1.095, -0.764, -0.701, 0.496, -0.316, -0.273, 0.688, -0.281, -0.302, 0.535, -0.317, -0.217, 0.574, -0.233, -0.181, -0.305, 0.098, 0.487, 0.350, 0.479, 0.219, 0.345, 0.505, 0.367, 0.507, 0.109, -0.245, 0.524, 0.629, 0.444, 0.539, -0.826, 1.088, -0.248, -0.452, -0.570, -0.367, -0.343, -1.064, -0.219, -0.281, -1.081, 0.321, 0.363, 0.012, 0.434, 0.084, 0.337, 0.337, 0.276, 0.376, 0.274, 0.215, 0.382, 0.458, 0.195, 0.301, -0.743, 1.085, -0.314, -0.309, -0.970, -0.374, -0.583, -0.646, -0.362, -0.259, -1.119, 0.291, 0.348, 0.178, 0.418, 0.259, 0.339, 0.357, 0.123, 0.372, 0.242, 0.263, 0.325, 0.337, 0.389, 0.329]}